Formula: C22H44BClN4O5PS
Source: OMol25
Level of theory: the ωB97M-V functional and the def2-TZVPD basis

The geometry in XYZ format:
```
79
C22H44BClN4O5PS | OMol25 | the ωB97M-V functional and the def2-TZVPD basis
O 1.298 -0.279 -0.354
P 1.347 0.087 -1.974
O -0.310 0.362 -2.212
B 1.523 -1.658 -2.840
Cl 3.247 -2.377 -2.433
C 0.349 -2.749 -2.577
C 0.027 -3.014 -1.108
S -1.678 -3.650 -0.778
C -2.507 -2.134 -0.948
N -2.816 -1.282 -0.027
N -3.403 -0.210 -0.656
C -3.414 -0.496 -1.904
O -2.889 -1.691 -2.184
H 1.469 0.520 0.151
H -0.372 0.845 -3.043
H 1.535 -1.335 -4.017
H 0.676 -3.699 -3.019
H -0.550 -2.455 -3.123
H 0.689 -3.765 -0.671
H 0.098 -2.123 -0.490
H -3.771 0.112 -2.718
C -5.036 6.666 -1.905
C -4.903 5.317 -2.637
C -5.303 4.132 -1.746
C -4.267 3.748 -0.693
C -2.907 3.515 -1.346
C -2.431 4.711 -2.169
N -3.511 5.091 -3.148
O -3.499 4.343 -4.191
C -2.044 5.860 -1.225
C -1.176 4.359 -2.958
C -5.858 5.379 -3.824
H -4.143 6.982 -1.382
H -5.268 7.455 -2.622
H -5.849 6.621 -1.179
H -5.465 3.264 -2.393
H -6.267 4.360 -1.284
H -4.207 4.514 0.086
H -4.581 2.828 -0.198
H -2.154 3.283 -0.591
H -2.974 2.635 -1.991
H -1.856 6.781 -1.780
H -1.121 5.580 -0.716
H -2.778 6.060 -0.449
H -1.326 3.487 -3.589
H -0.370 4.137 -2.258
H -0.870 5.192 -3.592
H -5.550 6.146 -4.534
H -6.849 5.637 -3.443
H -5.924 4.430 -4.348
C 5.697 -3.502 1.997
C 4.264 -3.065 2.362
C 4.240 -2.069 3.529
C 4.479 -2.684 4.907
C 3.510 -3.840 5.146
C 3.584 -4.904 4.050
N 3.399 -4.241 2.713
O 2.160 -4.023 2.465
C 4.910 -5.671 4.171
C 2.472 -5.934 4.221
C 3.706 -2.379 1.122
H 6.055 -4.380 2.522
H 5.744 -3.736 0.933
H 6.398 -2.689 2.192
H 3.256 -1.590 3.538
H 4.968 -1.282 3.321
H 5.517 -3.013 5.010
H 4.323 -1.920 5.672
H 3.706 -4.322 6.108
H 2.490 -3.444 5.189
H 5.065 -6.322 3.309
H 4.862 -6.299 5.062
H 5.780 -5.031 4.286
H 1.491 -5.468 4.247
H 2.629 -6.470 5.159
H 2.487 -6.654 3.402
H 3.608 -3.070 0.287
H 4.403 -1.595 0.821
H 2.734 -1.923 1.291
```

## Properties
Gap between HOMO and LUMO (spin up / spin down): 6.4 / 6.3 eV
2S+1: 3
Calculated total energy: -2684.48571 hartree
Total charge: -1
E_HOMO (spin up / spin down): -4.04 / -4.04 eV
Lowest unoccupied orbital energy (spin up / spin down): 0.08748 / 0.08307 Ha